1.
The following is a DFT calculation (the ωB97M-V functional and the def2-TZVPD basis) of a 7-piece molecular cluster, C30H43F9N2O6S overall.

Each line ends with the Löwdin charge.
Element x y z (Å)
1 C 7.126 -1.425 1.827  -0.10
2 C 5.973 -2.365 1.157  -0.20
3 C 4.558 -1.668 1.342  -0.05
4 C 3.667 -1.934 2.576  -0.02
5 C 3.959 -2.926 3.784  -0.24
6 F 2.693 -3.639 3.977  0.02
7 F 4.893 -3.972 3.511  0.06
8 C 4.193 -2.208 5.219  -0.17
9 F 4.041 -3.274 6.194  0.05
10 F 3.138 -1.275 5.555  0.07
11 C 5.636 -1.575 5.469  -0.17
12 F 6.714 -2.161 4.758  0.08
13 F 5.936 -1.801 6.871  0.06
14 C 5.744 0.029 5.271  -0.29
15 F 7.105 0.347 4.944  0.08
16 F 5.524 0.612 6.563  0.08
17 F 4.915 0.558 4.258  0.11
18 C 2.265 -1.149 2.611  0.03
19 C 1.824 -0.174 1.458  0.02
20 C 2.711 0.095 0.182  -0.27
21 N 2.488 0.919 -0.986  -0.23
22 S 3.923 0.696 -1.937  0.99
23 N 4.887 -0.376 -0.997  -0.25
24 C 4.098 -0.668 0.183  -0.21
25 H 7.903 -2.012 2.427  0.08
26 H 6.561 -0.734 2.570  0.05
27 H 7.585 -0.706 1.045  0.09
28 H 6.204 -2.327 0.016  0.10
29 H 6.046 -3.466 1.437  0.11
30 H 1.529 -1.294 3.482  0.07
31 H 0.802 0.352 1.496  0.09
32 C 2.153 1.069 -6.740  -0.02
33 C 2.255 0.678 -5.291  -0.48
34 O 3.141 1.121 -4.574  -0.06
35 C 1.225 -0.280 -4.757  -0.01
36 H 2.960 1.764 -6.985  0.08
37 H 2.250 0.183 -7.371  0.09
38 H 1.198 1.564 -6.924  0.08
39 H 1.281 -1.225 -5.300  0.09
40 H 0.228 0.155 -4.853  0.06
41 H 1.423 -0.471 -3.699  0.07
42 C -0.808 -0.759 5.046  -0.01
43 C -1.675 -0.524 3.837  -0.48
44 O -1.197 -0.427 2.718  0.06
45 C -3.159 -0.414 4.062  -0.02
46 H 0.237 -0.817 4.737  0.05
47 H -0.919 0.070 5.749  0.09
48 H -1.084 -1.701 5.524  0.09
49 H -3.373 0.430 4.722  0.09
50 H -3.539 -1.341 4.496  0.07
51 H -3.658 -0.245 3.105  0.06
52 C -4.133 0.365 -4.758  -0.03
53 C -3.025 0.268 -5.772  -0.48
54 O -1.862 0.137 -5.428  0.05
55 C -3.407 0.337 -7.227  -0.03
56 H -3.711 0.300 -3.754  0.06
57 H -4.647 1.323 -4.860  0.09
58 H -4.836 -0.459 -4.896  0.09
59 H -3.888 1.294 -7.439  0.09
60 H -4.078 -0.488 -7.475  0.08
61 H -2.507 0.254 -7.842  0.08
62 C -4.545 -0.062 0.506  -0.03
63 C -5.433 0.173 -0.686  -0.48
64 O -4.972 0.270 -1.810  0.05
65 C -6.914 0.285 -0.436  -0.02
66 H -3.505 -0.121 0.177  0.09
67 H -4.642 0.767 1.211  0.08
68 H -4.813 -1.004 0.989  0.09
69 H -7.116 1.128 0.227  0.09
70 H -7.287 -0.642 0.005  0.09
71 H -7.430 0.453 -1.384  0.08
72 C -6.138 -1.789 6.481  -0.02
73 C -7.005 -1.553 5.272  -0.50
74 O -6.524 -1.456 4.157  0.05
75 C -8.490 -1.443 5.495  -0.03
76 H -5.093 -1.847 6.171  0.06
77 H -6.249 -0.961 7.185  0.09
78 H -6.415 -2.731 6.959  0.09
79 H -8.705 -0.600 6.155  0.09
80 H -8.870 -2.370 5.929  0.09
81 H -8.988 -1.274 4.538  0.08
82 C 1.991 4.934 -5.890  -0.02
83 C 1.842 4.745 -7.376  -0.50
84 O 1.201 3.816 -7.834  0.05
85 C 2.515 5.749 -8.274  -0.03
86 H 1.454 4.139 -5.368  0.08
87 H 3.046 4.885 -5.613  0.09
88 H 1.566 5.896 -5.593  0.09
89 H 3.594 5.735 -8.103  0.09
90 H 2.114 6.746 -8.083  0.08
91 H 2.323 5.487 -9.317  0.08

Summary:
total energy = -82357.677 eV
orbital gap = 7.4 eV
total charge = 0
SMILES string = CCc1c(C(F)(F)C(F)(F)C(F)(F)C(F)(F)F)ccc2nsnc12.CC(C)=O.CC(C)=O.CC(C)=O.CC(C)=O.CC(C)=O.CC(C)=O


2.
The following is a DFT calculation (the ωB97M-V functional and the def2-TZVPD basis) of an isolated ion of composition C10H13N2 and charge +1.

Each line ends with the Löwdin charge.
Element x y z (Å)
1 C 1.732 -1.755 -0.214  0.06
2 C 2.877 -1.436 0.090  -0.04
3 C -1.923 -2.196 0.165  -0.05
4 C -1.708 0.210 -0.186  -0.07
5 C 0.364 -1.877 -0.136  0.03
6 C -2.521 -0.944 0.057  -0.19
7 C 4.263 -1.296 0.103  -0.04
8 C -3.967 -0.770 0.300  -0.04
9 C 0.785 2.050 0.616  -0.04
10 C 0.482 1.176 -0.660  -0.22
11 N -0.666 -2.504 -0.020  0.15
12 N -0.469 0.127 -0.351  0.04
13 H -2.550 -3.096 0.296  0.15
14 H -2.236 1.179 -0.174  0.16
15 H 4.599 -1.442 -0.905  0.11
16 H 4.407 -0.172 0.508  0.17
17 H 4.589 -1.979 0.869  0.10
18 H -4.227 -0.040 -0.488  0.10
19 H -4.630 -1.525 -0.040  0.08
20 H -4.224 -0.634 1.356  0.11
21 H -0.226 2.456 0.718  0.07
22 H 1.577 2.748 0.465  0.08
23 H 0.851 1.320 1.389  0.06
24 H 1.473 0.767 -0.984  0.11
25 H 0.055 1.857 -1.403  0.12

Summary:
total energy = -13549.403 eV
orbital gap = 8.0 eV
total charge = +1
ΔE to the lowest compared entry with this formula, charge and spin = 136.78 kcal per mole
SMILES string = CC#CC#[N+]/C=C(C)\C=N\CC


3.
The following is a DFT calculation (the ωB97M-V functional and the def2-TZVPD basis) of a 22-piece molecular cluster, C12H56Cl2N3O23S overall.

Each line ends with the Löwdin charge.
Element x y z (Å)
1 C -0.817 3.027 2.802  -0.06
2 C -1.793 1.909 2.826  -0.66
3 Cl -2.660 1.763 4.312  0.81
4 C -2.054 1.056 1.837  -0.71
5 Cl -3.183 -0.224 1.924  0.82
6 N -1.305 1.207 0.602  0.07
7 C -0.202 0.455 0.370  -0.13
8 C 0.201 -0.564 1.379  -0.06
9 C 0.044 -1.982 0.804  -0.31
10 O -1.181 -1.973 0.056  -0.07
11 C 1.177 -2.438 -0.124  -0.19
12 N 2.529 -2.236 0.423  0.03
13 C 0.493 0.675 -0.797  0.06
14 C 0.074 1.612 -1.719  0.01
15 C -1.064 2.383 -1.454  -0.46
16 S -1.622 3.629 -2.612  0.91
17 C -1.750 2.142 -0.281  -0.24
18 N -2.927 2.864 0.028  0.20
19 C -3.944 2.260 -0.313  -0.30
20 O -4.855 1.655 -0.623  0.27
21 H -0.205 3.030 3.709  0.05
22 H -0.152 3.008 1.942  0.09
23 H -1.381 3.962 2.771  0.11
24 H -0.454 -0.506 2.243  0.09
25 H 1.202 -0.353 1.758  0.09
26 H -0.070 -2.727 1.591  0.16
27 H -1.637 -2.807 0.216  0.07
28 H 1.070 -2.035 -1.131  0.10
29 H 1.057 -3.511 -0.249  0.10
30 H 2.657 -2.933 1.146  0.09
31 H 2.658 -1.307 0.808  0.05
32 H 1.388 0.117 -1.017  0.12
33 H 0.627 1.753 -2.636  0.12
34 H -2.302 2.893 -3.528  -0.11
35 O -0.229 1.120 -5.033  -0.07
36 H -0.649 1.521 -4.271  -0.01
37 H -0.876 0.448 -5.325  0.04
38 O -1.290 -1.337 -4.825  -0.05
39 H -0.586 -1.894 -5.177  0.05
40 H -1.607 -1.817 -4.050  0.02
41 O -4.664 5.305 -1.682  -0.06
42 H -3.940 4.787 -2.058  -0.04
43 H -4.992 4.787 -0.942  0.02
44 O -2.789 2.818 7.679  -0.06
45 H -3.405 2.311 8.220  0.05
46 H -2.787 2.369 6.830  -0.05
47 O -3.083 -0.899 6.473  -0.05
48 H -3.082 -0.157 5.860  -0.06
49 H -2.180 -0.953 6.807  0.04
50 O 3.988 -0.497 -2.028  -0.07
51 H 4.760 -0.990 -2.361  0.01
52 H 3.649 -1.053 -1.317  -0.02
53 O 1.504 -1.744 -3.699  -0.06
54 H 1.552 -1.166 -4.469  0.04
55 H 2.405 -1.728 -3.351  0.02
56 O 5.970 -2.433 -2.328  -0.05
57 H 6.736 -2.898 -2.678  0.06
58 H 5.669 -2.983 -1.595  0.05
59 O 0.393 0.661 -7.780  -0.06
60 H 1.018 1.338 -8.058  0.03
61 H 0.076 0.964 -6.918  -0.02
62 O -3.492 3.005 -5.324  -0.07
63 H -3.956 3.813 -5.569  0.06
64 H -4.045 2.298 -5.675  0.05
65 O 0.513 2.923 5.633  -0.06
66 H 1.258 2.655 6.183  0.05
67 H -0.159 3.199 6.269  0.05
68 O -3.105 -1.725 -2.551  -0.03
69 H -3.856 -2.306 -2.385  0.06
70 H -3.207 -1.016 -1.907  0.04
71 O -2.010 -4.366 -1.228  -0.05
72 H -2.453 -3.567 -1.541  0.00
73 H -2.589 -5.089 -1.503  0.02
74 O 0.604 3.714 -6.626  -0.06
75 H 0.132 3.349 -7.381  0.03
76 H 0.318 3.168 -5.884  0.00
77 O -0.141 -0.757 5.043  -0.04
78 H -1.058 -0.503 4.890  -0.02
79 H 0.249 0.014 5.470  0.03
80 O -3.528 -6.872 -2.587  -0.05
81 H -3.992 -6.979 -3.424  0.05
82 H -2.857 -7.563 -2.597  0.05
83 O 2.638 0.674 2.766  -0.05
84 H 3.226 1.408 2.553  0.04
85 H 2.305 0.895 3.642  0.04
86 O 4.701 2.107 4.341  -0.05
87 H 4.957 3.034 4.414  0.07
88 H 5.527 1.627 4.470  0.06
89 O 0.847 -6.244 -1.041  -0.05
90 H -0.060 -5.939 -1.160  0.01
91 H 1.325 -5.469 -0.738  0.01
92 O 5.667 -2.248 1.145  -0.05
93 H 4.757 -1.982 0.976  -0.02
94 H 6.074 -1.483 1.563  0.04
95 O 4.638 1.747 7.221  -0.06
96 H 4.261 1.714 6.332  -0.01
97 H 5.331 1.080 7.223  0.04

Summary:
total energy = -100789.634 eV
orbital gap = 8.4 eV
total charge = +1


4.
The following is a DFT calculation (the ωB97M-V functional and the def2-TZVPD basis) of C41H77Br19Cl2FINO7PS as an isolated structure.

Each line ends with the Mulliken charge.
Element x y z (Å)
1 C -3.603 3.810 0.110  1.03
2 C -3.166 4.475 -1.190  -0.96
3 C -1.841 3.952 -1.718  1.86
4 C -2.049 2.700 -2.585  -2.11
5 N -0.865 1.860 -2.660  1.96
6 C -0.124 2.104 -3.887  -0.81
7 C 0.198 3.581 -4.098  -0.55
8 F 1.160 3.630 -5.093  -0.42
9 C -0.966 0.509 -2.118  2.00
10 C -1.589 0.693 -0.697  0.59
11 C -3.034 0.313 -0.349  -2.36
12 C -3.326 -1.181 -0.088  0.75
13 C -4.605 -1.697 -0.720  -0.91
14 C -5.032 -2.991 0.004  -0.74
15 O -5.047 -4.105 -0.902  -0.40
16 C -3.984 -4.927 -0.822  0.88
17 C -3.496 -5.403 -2.147  -0.80
18 O -3.472 -5.282 0.221  -0.59
19 C 0.458 -0.139 -1.847  -0.15
20 C 1.198 -0.637 -3.121  -0.56
21 C 2.689 -0.315 -3.284  -1.00
22 O 3.233 -1.225 -4.252  -0.67
23 C 1.322 0.713 -0.930  0.99
24 C 1.768 2.094 -1.386  0.21
25 C 2.788 2.674 -0.395  -1.68
26 I 1.780 3.943 1.030  -0.05
27 O 0.086 -1.391 -1.178  -0.84
28 C 0.845 -1.995 -0.267  1.32
29 Cl 2.545 -2.406 -0.753  -0.20
30 Cl 0.061 -3.675 -0.154  -0.03
31 C 0.770 -1.453 1.153  -1.01
32 C 1.862 -0.507 1.591  0.49
33 O 3.042 -0.678 1.576  -0.61
34 Br 1.177 1.208 2.314  0.11
35 P -2.014 -0.571 -3.247  0.11
36 O -1.333 -0.653 -4.701  -0.65
37 O -2.003 -2.107 -2.808  -0.58
38 S -3.848 -0.011 -3.538  -0.74
39 H -3.952 2.797 -0.057  -1.53
40 H -4.451 4.354 0.508  0.69
41 H -2.810 3.783 0.847  0.03
42 H -3.126 5.542 -1.026  0.15
43 H -3.924 4.260 -1.939  0.54
44 H -1.387 4.749 -2.301  -0.96
45 H -1.138 3.751 -0.914  -0.23
46 H -2.406 3.037 -3.553  0.56
47 H -2.917 2.210 -2.168  0.01
48 H -0.665 1.807 -4.784  0.76
49 H 0.861 1.677 -3.894  -0.12
50 H -0.657 4.158 -4.418  0.46
51 H 0.654 3.990 -3.204  0.25
52 H -1.027 0.163 0.054  -2.08
53 H -1.451 1.723 -0.397  0.47
54 H -3.799 0.769 -0.959  0.91
55 H -3.177 0.770 0.629  0.56
56 H -3.464 -1.326 0.980  0.21
57 H -2.473 -1.795 -0.354  -0.54
58 H -4.498 -1.968 -1.758  0.12
59 H -5.403 -0.980 -0.576  0.47
60 H -4.433 -3.191 0.881  0.58
61 H -6.052 -2.882 0.350  0.20
62 H -3.110 -4.582 -2.740  0.09
63 H -4.281 -5.884 -2.719  0.35
64 H -2.704 -6.119 -2.002  0.29
65 H 1.129 -1.713 -3.187  0.85
66 H 0.760 -0.269 -4.033  0.05
67 H 2.815 0.648 -3.751  0.26
68 H 3.281 -0.425 -2.385  0.38
69 H 3.289 -2.079 -3.819  0.37
70 H 2.230 0.175 -0.683  1.56
71 H 0.857 0.874 0.035  -1.86
72 H 2.227 2.121 -2.365  0.29
73 H 0.943 2.783 -1.396  -0.67
74 H 3.441 3.346 -0.925  0.77
75 H 3.339 1.915 0.138  0.47
76 H 0.814 -2.277 1.848  0.85
77 H -0.186 -0.991 1.339  0.10
78 H -1.744 0.023 -5.247  0.42
79 H -1.204 -2.533 -3.150  0.40
80 Br -4.984 4.984 3.409  -0.13
81 C -3.525 5.807 4.396  -0.59
82 C -2.233 5.737 3.624  -0.16
83 Br -1.454 3.952 3.669  -0.03
84 H -3.468 5.303 5.355  0.39
85 H -3.821 6.842 4.547  0.42
86 H -1.486 6.388 4.073  0.40
87 H -2.357 5.996 2.578  -0.23
88 Br -2.563 8.040 0.886  -0.14
89 C -0.665 8.062 0.453  -0.41
90 C -0.423 8.528 -0.958  -0.59
91 Br -0.849 7.135 -2.249  -0.04
92 H -0.290 7.060 0.632  0.09
93 H -0.215 8.752 1.162  0.47
94 H 0.631 8.749 -1.108  0.37
95 H -1.016 9.397 -1.222  0.36
96 Br 1.700 4.000 4.452  -0.12
97 C 2.496 2.640 5.594  -0.16
98 C 2.752 3.158 6.982  -0.65
99 Br 4.314 4.314 7.041  -0.16
100 H 3.399 2.301 5.098  0.02
101 H 1.774 1.830 5.617  0.27
102 H 2.977 2.335 7.657  0.40
103 H 1.920 3.734 7.375  0.37
104 Br 0.875 -7.437 -1.047  -0.11
105 C 1.858 -6.698 0.461  0.02
106 C 3.224 -7.318 0.585  -0.35
107 Br 3.144 -9.117 1.323  -0.14
108 H 1.239 -6.850 1.339  0.44
109 H 1.943 -5.634 0.258  -0.32
110 H 3.836 -6.746 1.279  0.39
111 H 3.736 -7.397 -0.369  0.11
112 Br -4.327 -0.368 3.115  0.06
113 C -6.041 0.518 3.345  -0.71
114 C -6.719 0.779 2.026  -0.44
115 Br -5.869 2.235 1.060  0.12
116 H -5.837 1.427 3.902  0.31
117 H -6.645 -0.152 3.953  0.44
118 H -7.749 1.086 2.194  0.44
119 H -6.701 -0.077 1.359  0.12
120 Br 6.291 1.734 3.754  -0.14
121 C 6.622 -0.117 4.254  -0.60
122 C 5.411 -0.974 4.006  -0.19
123 Br 4.049 -0.671 5.361  -0.14
124 H 6.926 -0.111 5.295  0.39
125 H 7.452 -0.445 3.634  0.37
126 H 5.664 -2.029 4.077  0.34
127 H 4.945 -0.777 3.047  0.01
128 Br -4.206 -1.769 7.076  -0.15
129 C -2.282 -2.026 6.969  -0.63
130 C -1.729 -1.596 5.637  -0.56
131 Br -2.115 -2.894 4.244  -0.12
132 H -2.094 -3.073 7.181  0.37
133 H -1.864 -1.413 7.765  0.41
134 H -0.646 -1.538 5.673  0.35
135 H -2.132 -0.646 5.298  0.29
136 Br 7.460 -0.378 -7.319  -0.14
137 C 7.769 -1.143 -5.558  -0.56
138 C 6.704 -0.734 -4.577  -0.47
139 Br 6.944 1.103 -3.978  -0.16
140 H 8.762 -0.831 -5.252  0.39
141 H 7.755 -2.220 -5.704  0.36
142 H 6.766 -1.341 -3.676  0.34
143 H 5.702 -0.800 -4.987  0.26
144 Br 2.577 -8.257 -5.412  -0.12
145 C 3.263 -9.797 -4.441  -0.54
146 C 3.503 -9.477 -2.991  -0.10
147 Br 5.118 -8.416 -2.742  -0.15
148 H 4.163 -10.117 -4.955  0.39
149 H 2.499 -10.564 -4.536  0.35
150 H 3.667 -10.387 -2.419  0.37
151 H 2.692 -8.911 -2.547  -0.14

Summary:
total energy = -1446367.763 eV
orbital gap = 5.1 eV
total charge = 0
ΔE to the lowest compared entry with this formula, charge and spin = 102.33 kcal per mole